Entry from the Open Molecules 2025 dataset: 2 unconnected molecules or ions with the total composition C5H14ClN2 at a distorted geometry (ωB97M-V with the def2-TZVPD basis set).

```
22
Properties=species:S:1:pos:R:3:forces:R:3
C -2.930043 0.715153 0.776803 0.785 -1.091 -3.066
C -1.598728 0.532378 -0.158397 -2.000 0.728 1.298
C -0.332670 1.064810 0.489743 -0.606 1.613 1.583
C 1.034417 -1.693652 -0.307185 -0.821 1.367 4.917
C 0.928192 0.789476 -0.224577 0.938 -2.500 -0.112
N 0.916091 0.978541 -1.564711 0.521 1.211 -0.087
N 2.356837 -1.966088 0.337123 0.943 -0.105 -0.220
Cl 2.481562 1.079162 0.616229 -1.134 0.042 -0.611
H -2.924275 1.585348 1.371453 0.235 0.639 1.084
H -3.868389 0.742373 0.187408 0.741 0.379 -0.270
H -3.054732 -0.246760 1.219273 0.152 -0.266 1.435
H -1.583435 -0.504030 -0.405560 0.572 -0.951 0.098
H -1.763481 0.994894 -1.095969 -0.322 0.850 -1.000
H -0.314726 0.732244 1.540201 0.346 0.076 -0.411
H -0.387635 2.234054 0.540034 -0.003 -1.812 -0.049
H 1.131988 -1.682301 -1.316295 -0.126 -0.355 -2.847
H 0.272810 -2.301229 0.282290 0.810 0.886 -1.507
H -0.001573 1.281646 -1.834919 -0.382 -0.050 -0.541
H 1.620045 1.572031 -2.006283 0.091 -0.542 0.320
H 2.890246 -1.057792 0.433566 -0.084 -0.826 -0.770
H 2.919543 -2.709637 -0.241128 -0.955 1.573 2.056
H 2.207964 -2.140622 1.360906 0.298 -0.865 -1.301
```
Positions in Å, forces in eV/Å.

Computed properties:
2S+1: 1
LUMO level (alpha / beta) in eV: -3.6 / -3.6
Net charge: +1
Gap between HOMO and LUMO (alpha / beta) in eV: 8.42 / 8.42
ΔE to the lowest compared entry with this formula, charge and spin in kJ/mol: 242.1
Strongest force on any atom in Eh/bohr: 0.1005
Highest occupied orbital energy (alpha / beta) in eV: -12.0 / -12.0


Entry from the Open Molecules 2025 dataset: a molecular structure, C5H14ClN4 at a distorted geometry (ωB97M-V with the def2-TZVPD basis set).

```
24
Properties=species:S:1:pos:R:3:forces:R:3
C -0.218809 1.528734 -0.967803 -2.500 0.214 0.502
C -1.421449 0.292521 0.807877 -2.405 -0.435 0.808
C 0.881582 1.110518 1.214656 -1.135 -0.020 -0.038
C 1.839298 -0.785466 -0.572562 1.122 1.618 -1.743
C -0.111476 0.516437 0.204312 1.762 1.315 0.702
N 0.334227 -2.396872 -2.266399 1.020 -0.520 1.393
N 0.596392 -1.197755 -2.028983 -0.020 1.614 -1.228
N 0.587206 -0.804576 -0.090009 0.906 -0.133 -0.312
N 0.285850 -1.925836 0.621014 -1.998 -0.578 0.980
Cl 2.903213 -2.047007 -0.220481 0.426 -0.469 -0.063
H 0.708013 2.064599 -1.016820 0.330 0.404 -0.561
H -0.548196 1.105045 -1.968663 0.407 0.530 1.425
H -1.063361 2.287181 -0.543483 2.088 -1.622 -1.340
H -1.358514 -0.503348 1.578689 -0.577 0.172 -0.722
H -2.110364 0.173935 -0.051411 -0.218 -0.825 0.812
H -1.893447 1.136007 1.388740 1.150 -0.380 -0.774
H 1.303350 0.390549 1.889289 -0.467 -0.386 0.876
H 1.702347 1.361508 0.617753 1.369 1.281 -0.484
H 0.390093 1.956459 1.688646 0.501 0.095 0.209
H 2.467787 0.160338 -0.893016 -2.221 -1.871 0.609
H -0.554078 -2.764586 -1.938643 -0.377 -0.285 -0.453
H 0.864300 -2.730028 0.415364 -0.021 0.200 -0.071
H -0.724257 -2.152174 0.667604 0.988 0.447 -0.259
H 1.115374 -3.053342 -2.326348 -0.131 -0.363 -0.268
```
Positions in Å, forces in eV/Å.

Computed properties:
2S+1: 1
LUMO level in eV: -3.6
Net charge: +1
Gap between HOMO and LUMO in eV: 9.79
ΔE to the lowest compared entry with this formula, charge and spin in kJ/mol: 149.4
Strongest force on any atom in Eh/bohr: 0.0577
Highest occupied orbital energy in eV: -13.4


Entry from the Open Molecules 2025 dataset: a molecular structure, C5H14LiO5 at a distorted geometry (ωB97M-V with the def2-TZVPD basis set).

```
25
Properties=species:S:1:pos:R:3:forces:R:3
Li 0.721226 -0.544637 0.009060 0.687 3.368 1.486
C -0.717864 -3.372507 0.668000 -0.552 -0.231 0.247
C 0.028606 -2.039987 0.516310 -2.343 -4.643 1.224
O 0.504396 -1.901437 -0.629080 -0.080 -3.366 -3.398
O 0.104916 -1.256337 1.438040 -2.962 -7.182 3.465
H -1.739834 -3.309897 0.294160 -0.481 0.542 0.569
H -0.654774 -3.621567 1.727290 -0.438 -0.458 -0.077
H -0.393374 -4.171607 0.001490 0.924 -0.005 0.244
C -0.605534 2.829083 0.491260 0.286 1.873 -0.467
C -0.849714 1.401073 0.137830 0.952 -0.999 1.592
C -0.824374 1.258713 -1.407250 -1.284 0.201 0.449
O -0.065514 0.520203 0.934070 -3.132 8.677 -2.430
H -0.972804 3.520623 -0.267030 -0.484 0.189 -0.460
H 0.457956 3.067893 0.484560 0.301 -0.190 0.545
H -1.105354 3.180573 1.393890 0.394 -0.356 0.409
H -1.890744 1.258643 0.427780 -0.852 -0.348 -0.221
H 0.164176 1.373983 -1.851750 -1.811 1.312 -0.420
H -1.584894 1.975333 -1.717330 0.102 0.153 -0.605
H -1.171124 0.264853 -1.690270 0.041 -0.137 -0.055
O 1.969966 -0.749877 1.125850 5.886 0.283 0.771
H 1.804636 -0.279977 1.943210 -0.552 0.196 -0.003
H 2.794226 -0.386217 0.802460 0.848 0.295 -0.190
O 1.300276 0.149053 -1.266010 4.018 1.288 -2.972
H 1.240146 -0.240077 -2.138480 -0.035 -0.489 -0.067
H 1.485366 1.074093 -1.428050 0.565 0.026 0.367
```
Positions in Å, forces in eV/Å.

Computed properties:
2S+1: 1
LUMO level in eV: 2.9
Net charge: -1
Gap between HOMO and LUMO in eV: 4.81
Strongest force on any atom in Eh/bohr: 0.1855
Highest occupied orbital energy in eV: -1.9


Entry from the Open Molecules 2025 dataset: 2 unconnected molecules or ions with the total composition C5H14N at a distorted geometry (ωB97M-V with the def2-TZVPD basis set).

```
20
Properties=species:S:1:pos:R:3:forces:R:3
C 1.814628 -0.435584 1.190147 0.310 -0.017 -0.231
C 0.662985 -0.107824 0.240432 -0.531 0.421 0.332
C -0.602538 0.268786 1.027004 -0.362 -0.159 -0.174
C -1.844464 0.495386 0.159487 0.657 -0.246 -1.079
C -1.612582 1.464195 -1.013935 0.483 0.557 0.688
N 0.383702 -1.212569 -0.638875 0.128 0.099 0.048
H 1.556143 -1.231470 1.876925 -0.140 -0.194 0.132
H 2.688905 -0.748233 0.622442 0.130 -0.079 -0.039
H 2.108517 0.438050 1.765038 -0.108 0.144 0.094
H 0.990052 0.762081 -0.343365 0.010 0.014 -0.217
H -0.445633 1.160220 1.638886 0.293 -0.098 0.108
H -0.811474 -0.589213 1.671581 -0.006 0.156 0.289
H -2.709224 0.784878 0.747017 -0.013 0.053 0.210
H -2.050436 -0.459189 -0.326063 -0.366 -0.134 0.243
H -1.013398 2.344413 -0.729576 -0.252 -0.095 0.197
H -2.551699 1.847887 -1.406271 0.008 -0.183 -0.265
H -1.009814 0.984256 -1.781136 -0.277 -0.126 -0.279
H 4.352901 -3.306459 -4.144436 -0.005 0.005 -0.011
H 1.225647 -1.340823 -1.204435 0.038 -0.115 -0.059
H 4.046688 -2.997380 -4.745105 0.005 -0.005 0.012
```
Positions in Å, forces in eV/Å.

Computed properties:
2S+1: 2
Expectation value of S²: 0.75
LUMO level (alpha / beta) in eV: 1.1 / -0.4
Gap between HOMO and LUMO (alpha / beta) in eV: 11.02 / 9.67
ΔE to the lowest compared entry with this formula, charge and spin in kJ/mol: 80.0
Strongest force on any atom in Eh/bohr: 0.0250
Highest occupied orbital energy (alpha / beta) in eV: -9.9 / -10.0


Entry from the Open Molecules 2025 dataset: 2 unconnected molecules or ions with the total composition C5H14N at a distorted geometry (ωB97M-V with the def2-TZVPD basis set).

```
20
Properties=species:S:1:pos:R:3:forces:R:3
C 1.250542 0.329793 -2.562051 -0.047 -0.074 0.389
C 0.276270 -0.717119 -2.033342 0.416 0.107 0.329
C 0.661075 -1.547525 0.242384 -0.566 0.239 -0.166
N 0.224701 -0.658851 -0.550918 0.040 -0.022 -0.331
H 1.054996 1.292834 -2.089116 -0.144 0.126 -0.256
H 2.282149 0.082410 -2.318664 0.014 -0.186 -0.072
H 1.143226 0.406733 -3.638972 0.013 0.118 -0.050
H -0.740761 -0.530046 -2.369326 -0.045 -0.057 -0.070
H 0.572824 -1.734359 -2.277170 -0.074 -0.003 -0.188
H 0.466400 -1.400017 1.295452 0.355 -0.114 0.155
H 1.124523 -2.435185 -0.168916 0.061 -0.048 0.117
H -0.216172 0.176358 -0.158835 -0.001 -0.147 0.120
C -0.368331 0.876532 2.512350 -0.410 -0.188 -0.645
C -1.686186 0.835445 1.699741 1.141 -0.327 -0.589
H -0.273204 -0.070533 3.040926 0.119 0.283 0.548
H -0.298433 1.740645 3.161851 -0.062 -0.114 0.298
H 0.496967 0.951678 1.846521 0.044 0.021 -0.022
H -2.550547 1.244973 2.198978 -0.127 0.025 0.160
H -1.543837 1.361028 0.747749 -0.327 0.341 0.139
H -1.876204 -0.204794 1.421357 -0.400 0.020 0.134
```
Positions in Å, forces in eV/Å.

Computed properties:
2S+1: 1
LUMO level in eV: -5.0
Net charge: +1
Gap between HOMO and LUMO in eV: 10.89
ΔE to the lowest compared entry with this formula, charge and spin in kJ/mol: 105.4
Strongest force on any atom in Eh/bohr: 0.0258
Highest occupied orbital energy in eV: -15.9


Entry from the Open Molecules 2025 dataset: 2 unconnected molecules or ions with the total composition C5H14N (ωB97M-V with the def2-TZVPD basis set).

```
20
Properties=species:S:1:pos:R:3:forces:R:3
C -0.917433 0.308639 -2.694530 -0.102 -0.057 0.009
N -0.994208 -0.509749 -1.441456 -0.031 0.081 -0.004
H -1.639355 1.115823 -2.621363 0.033 0.032 0.027
H 0.088155 0.705993 -2.777353 0.019 0.015 -0.027
H -1.154894 -0.322016 -3.545559 0.038 -0.009 0.001
H -1.941538 -0.847948 -1.270987 0.025 -0.025 -0.008
H -0.680426 0.055183 -0.621645 0.089 -0.008 0.005
H -0.369412 -1.315835 -1.484365 -0.050 -0.027 -0.017
C -0.180697 0.349238 2.476565 -0.127 0.063 -0.028
C 0.636542 0.221445 1.225326 0.084 0.019 0.155
C 0.830876 1.251620 0.397900 -0.160 0.031 -0.127
C 1.273722 -1.119286 0.986019 -0.025 0.105 -0.116
H -0.984607 -0.391192 2.489217 0.025 -0.039 0.045
H -0.626881 1.336987 2.570201 0.017 0.030 -0.010
H 0.427726 0.168877 3.363512 0.062 -0.062 -0.023
H 1.449171 1.156155 -0.489088 0.121 0.000 0.055
H 0.431298 2.236624 0.610764 -0.025 -0.047 0.002
H 1.784264 -1.155316 0.022429 0.021 -0.044 -0.019
H 0.542703 -1.929743 1.052673 0.010 -0.027 0.024
H 2.024994 -1.315497 1.751741 -0.024 -0.031 0.056
```
Positions in Å, forces in eV/Å.

Computed properties:
2S+1: 1
LUMO level in eV: -3.5
Net charge: +1
Gap between HOMO and LUMO in eV: 10.08
ΔE to the lowest compared entry with this formula, charge and spin in kJ/mol: 58.1
Strongest force on any atom in Eh/bohr: 0.0040
Highest occupied orbital energy in eV: -13.6


Entry from the Open Molecules 2025 dataset: 2 unconnected molecules or ions with the total composition C5H14N at a distorted geometry (ωB97M-V with the def2-TZVPD basis set).

```
20
Properties=species:S:1:pos:R:3:forces:R:3
C 0.076632 -1.301709 0.707169 1.135 -0.837 2.023
C -0.170502 -0.162644 -0.340465 -0.483 2.097 -1.296
C -1.662914 0.400500 -0.338298 1.018 -1.760 -2.587
C -2.701141 -0.627546 -0.647891 -0.067 0.981 1.635
C -1.990396 1.192278 1.017132 -1.177 1.128 2.494
N 0.649610 0.893836 -0.055790 -0.393 -1.540 0.015
H -0.580799 -2.160228 0.528293 -0.216 0.486 -0.533
H -0.045023 -0.935978 1.736018 -0.061 0.054 -0.351
H 1.108249 -1.632389 0.597873 -0.010 -0.051 -0.037
H -0.030158 -0.619541 -1.349900 0.333 0.030 0.322
H -1.589628 1.204332 -1.092264 -0.684 0.339 0.370
H -2.805436 -1.383458 0.137411 0.189 -0.375 -0.217
H -2.427981 -1.155736 -1.600137 0.039 0.018 -0.072
H -3.681308 -0.172935 -0.779292 -0.066 0.136 -0.411
H -2.114415 0.482937 1.844871 0.130 -0.307 -0.452
H -2.917535 1.753629 0.930766 -0.093 -0.057 -0.361
H -1.160050 1.895405 1.173417 0.303 -0.207 -0.577
H 1.517814 0.951966 -0.625632 0.104 -0.134 0.035
H 10.293678 0.466273 -0.635892 0.048 -0.342 0.440
H 10.231299 0.911011 -1.207396 -0.048 0.342 -0.440
```
Positions in Å, forces in eV/Å.

Computed properties:
2S+1: 2
Expectation value of S²: 0.78
LUMO level (alpha / beta) in eV: -14.1 / -15.7
Net charge: +2
Gap between HOMO and LUMO (alpha / beta) in eV: 3.08 / 1.50
ΔE to the lowest compared entry with this formula, charge and spin in kJ/mol: 755.4
Strongest force on any atom in Eh/bohr: 0.0640
Highest occupied orbital energy (alpha / beta) in eV: -17.2 / -17.2


Entry from the Open Molecules 2025 dataset: a gas-phase ion, C5H14N2 (charge -1) at a distorted geometry (ωB97M-V with the def2-TZVPD basis set).

```
21
Properties=species:S:1:pos:R:3:forces:R:3
N -1.272237 0.809788 1.499626 -1.504 2.389 0.404
C 2.299682 0.521943 0.289127 2.079 0.588 -2.639
C 1.000697 1.117920 0.850591 1.775 -0.295 -0.736
C -0.276900 0.259819 0.610056 0.511 2.050 1.210
C -0.589930 0.340355 -0.923331 -1.836 1.505 2.187
N -0.264447 -0.921503 -1.406536 2.962 -1.510 -3.433
C -0.998036 -2.082566 -0.975838 1.271 1.166 0.205
H -1.661417 0.298739 2.309789 0.835 0.425 -0.963
H -1.202679 1.865300 1.632281 -0.233 -2.295 0.042
H 2.585054 0.959474 -0.749038 -0.849 -0.672 1.205
H 3.281483 0.730549 0.781564 -1.052 0.110 0.507
H 2.318900 -0.546565 0.109845 -0.449 -0.255 0.184
H 1.289672 1.318655 1.876917 -0.955 -0.046 0.509
H 0.912681 2.111692 0.325826 -0.457 -0.762 0.755
H -0.240665 -0.780975 0.894546 0.888 -0.088 -0.029
H -1.712413 0.463805 -0.947461 0.724 0.564 -0.305
H -0.055138 1.304009 -1.268245 -0.740 -2.004 -0.405
H 0.101452 -1.042344 -2.348166 -0.132 0.613 0.454
H -1.440992 -1.621300 -0.160089 -2.379 -0.217 1.558
H -1.670939 -2.413937 -1.737684 -0.666 -0.613 -0.120
H -0.361288 -2.809921 -0.475346 0.207 -0.651 -0.590
```
Positions in Å, forces in eV/Å.

Computed properties:
2S+1: 2
Expectation value of S²: 0.75
LUMO level (alpha / beta) in eV: 4.0 / 4.0
Net charge: -1
Gap between HOMO and LUMO (alpha / beta) in eV: 2.48 / 8.33
ΔE to the lowest compared entry with this formula, charge and spin in kJ/mol: 236.3
Strongest force on any atom in Eh/bohr: 0.0929
Highest occupied orbital energy (alpha / beta) in eV: 1.6 / -4.4